# 1
16
Properties=species:S:1:pos:R:3 method="wB97M-V/def2-TZVPD" mol_weight_g_mol=128.2 lumo_ev=-0.6 e_tot_ha=-702.88652 relative_energy_kcal_mol=90.1 gap_ev=7.80 homo_ev=-8.425
C -0.38 1.81 -0.14
C 1.33 0.29 0.13
C 1.42 -1.12 0.34
C -0.62 -0.83 -0.30
C -2.04 -1.09 -0.33
H 0.06 2.38 0.84
H -0.10 2.22 -1.09
H -1.63 1.81 -0.43
H 1.66 0.89 1.07
H 2.12 0.67 -0.64
H 2.12 -1.79 -0.23
H 1.42 -1.50 1.42
H -2.21 -2.09 -0.81
N -0.12 0.37 -0.04
N 0.19 -1.81 -0.09
S -3.21 -0.21 0.30


# 2
6
Properties=species:S:1:pos:R:3 method="wB97M-V/def2-TZVPD" mol_weight_g_mol=121.6 lumo_ev=-0.4 e_tot_ha=-1060.71781 relative_energy_kcal_mol=0.0 gap_ev=9.92 homo_ev=-10.337
C -0.76 -0.04 0.11
N -0.01 0.93 -0.49
N -0.06 -1.10 0.56
N 1.20 0.58 -0.56
S 1.50 -0.83 0.27
Cl -2.38 0.05 0.35


# 3
17
Properties=species:S:1:pos:R:3 method="wB97M-V/def2-TZVPD" mol_weight_g_mol=102.1 lumo_ev=0.9 e_tot_ha=-343.15134 relative_energy_kcal_mol=31.4 gap_ev=10.30 homo_ev=-9.425
C -0.90 -1.16 0.47
N -0.78 0.07 -0.09
C -1.03 1.23 0.76
C 0.04 0.25 -1.27
C 1.42 0.80 -0.99
N 2.34 -0.22 -0.47
O -1.36 -1.32 1.58
H -0.56 -1.96 -0.21
H -0.39 1.19 1.63
H -2.02 1.10 1.21
H -0.89 2.11 0.17
H 0.22 -0.69 -1.79
H -0.46 0.91 -1.98
H 1.80 1.14 -1.95
H 1.47 1.74 -0.42
H 2.97 0.19 0.20
H 1.80 -0.97 -0.07